Computed, not measured: a 5-piece molecular cluster, C17H27ClNO19S5 overall in a non-equilibrium geometry, with ωB97M-V/def2-TZVPD.

```
70
Properties=species:S:1:pos:R:3:forces:R:3:nbo_charge:R:1
C 1.554175 5.624468 -0.122849 -0.0858 -0.5264 -0.4042 -0.621
C 1.976923 4.121831 -0.056402 -0.6923 0.8351 0.0503 -0.475
C 2.112378 3.588093 1.365119 -0.8946 -0.5005 -0.9258 -0.092
O 3.414809 3.774055 2.016241 0.0352 -0.2391 0.2170 -0.305
N 4.476589 3.713223 1.184109 0.7859 0.6294 -0.6580 -0.023
C 4.891333 2.597264 0.530888 -0.9973 -1.1317 -0.6739 0.082
S 4.062012 1.038930 0.766919 0.0847 -0.4513 0.5008 0.059
C 5.974850 2.622165 -0.322432 0.5162 0.7629 -0.1685 -0.197
C 6.693856 3.811407 -0.516739 -0.1838 -0.3336 1.1677 -0.002
C 7.857025 3.841486 -1.470715 -0.2915 -0.1300 -0.5484 0.752
O 7.623470 3.806463 -2.643449 -0.0352 0.1181 -0.1930 -0.516
O 9.081466 3.903462 -0.947076 -0.4285 0.6465 0.2776 -0.648
C 6.283648 4.935727 0.192699 0.4898 -0.4399 -0.5521 -0.228
C 5.176736 4.858312 1.015740 -0.0990 1.0123 0.4660 0.220
Cl 4.699831 6.259495 1.877370 -0.0515 -0.5098 -0.2139 0.154
H 2.279887 6.226227 -0.674231 -0.0176 0.1478 0.3893 0.213
H 0.617829 5.691395 -0.685630 0.1684 0.0560 0.0393 0.232
H 1.326987 6.023268 0.868851 0.3567 0.1423 -0.1232 0.210
H 2.830339 3.929212 -0.716366 -0.0014 -0.1147 0.2416 0.203
H 1.140602 3.568806 -0.494317 0.2970 -0.2459 0.1668 0.273
H 1.386424 4.104676 1.996628 0.4779 0.0882 0.2181 0.225
H 1.836909 2.532014 1.392266 0.3835 0.0726 0.1180 0.218
H 3.004131 1.063685 -0.085082 0.3136 0.6566 0.0449 0.190
H 6.285988 1.734857 -0.860848 -0.2966 -0.0615 0.2152 0.276
H 9.643771 4.261660 -1.657440 0.2356 -0.4242 0.0823 0.518
H 6.826983 5.867954 0.085461 -0.2306 -0.0184 0.2132 0.274
C -0.710055 -1.851380 -1.055835 -0.2429 -0.4121 -0.3925 -0.108
C 0.324003 -1.333841 -2.027886 0.4047 -0.1270 0.3290 -0.100
O -0.066643 0.025937 -2.286980 -0.4165 0.1892 1.6587 -0.674
S -0.743176 0.630253 -0.971604 0.0182 -0.7993 -0.4257 2.561
O 0.235630 1.385982 -0.253217 -0.0255 0.1656 0.1524 -0.965
O -1.995610 1.189550 -1.322153 0.1448 0.3700 0.1090 -0.883
O -0.981649 -0.739552 -0.184467 0.3555 0.3312 0.0510 -0.692
H -1.636076 -2.119595 -1.566694 0.0044 -0.0114 0.0328 0.205
H -0.356950 -2.704756 -0.483031 -0.0884 0.1330 0.2160 0.238
H 0.351805 -1.903210 -2.949487 -0.1025 0.2401 -0.1428 0.239
H 1.321082 -1.320758 -1.579130 -0.0090 -0.0441 -0.0099 0.177
C -3.479659 -2.496623 2.746460 0.4180 0.4198 -0.0502 -0.100
C -4.377802 -2.328773 1.542175 -0.5002 -0.0557 0.2810 -0.104
O -3.784333 -3.159033 0.536968 0.4629 0.0434 0.0197 -0.695
S -3.098558 -4.429625 1.239250 -0.1774 0.4076 0.4029 2.550
O -3.992459 -5.525004 1.161637 0.3102 -0.2136 -0.0644 -0.883
O -1.752927 -4.510446 0.779753 -0.0814 -0.1425 -0.2321 -0.926
O -3.105179 -3.881528 2.740044 0.9085 0.4304 -1.5435 -0.673
H -2.571267 -1.896132 2.652097 -0.0177 0.0057 -0.0454 0.187
H -3.982467 -2.248229 3.674049 0.0032 -0.2525 0.0621 0.230
H -4.433147 -1.298435 1.200038 0.1538 -0.0780 -0.2070 0.213
H -5.384676 -2.700248 1.743289 0.0197 0.0143 0.0434 0.202
C -6.044612 -6.020996 6.917333 -0.0822 -0.4711 0.1336 -0.100
C -4.530839 -6.021102 6.950501 0.0585 0.4304 0.2511 -0.101
O -4.141880 -6.247405 5.590709 -0.3207 -0.1317 -0.1089 -0.682
S -5.217806 -5.581490 4.605459 -0.1088 -0.0958 0.4670 2.556
O -4.731657 -4.308948 4.197987 -1.4591 -0.5505 1.0034 -0.927
O -5.639793 -6.557156 3.673667 0.1031 0.1063 -0.1477 -0.874
O -6.381126 -5.356075 5.694548 0.3865 0.1962 -0.0341 -0.686
H -6.442842 -7.036804 6.876309 0.0261 0.0031 0.0277 0.197
H -6.478407 -5.496906 7.765132 -0.0725 0.1663 -0.1633 0.214
H -4.126260 -6.795911 7.595849 0.0825 -0.1200 -0.2235 0.217
H -4.138965 -5.049355 7.259947 -0.0273 -0.0183 0.0495 0.190
C -1.948472 0.272687 -7.391499 -0.1089 0.3773 -0.3439 -0.100
C -0.488331 0.078690 -7.739312 -0.0079 -0.5307 -0.0477 -0.103
O 0.220131 0.811990 -6.730478 -0.3088 0.2640 0.1284 -0.685
S -0.601435 0.754790 -5.353760 -0.1644 -0.0926 -0.5111 2.558
O -0.061919 -0.269831 -4.533154 -0.0447 -0.0639 -1.2370 -0.921
O -0.766068 2.078263 -4.874983 0.2235 -0.0435 0.1805 -0.891
O -1.989197 0.233942 -5.958238 0.3648 -0.1861 0.0701 -0.682
H -2.310129 1.249689 -7.717438 0.0112 -0.0167 -0.0163 0.198
H -2.582487 -0.504801 -7.809236 -0.0341 -0.0770 0.2439 0.219
H -0.239962 0.453302 -8.728359 0.1361 0.1969 0.1280 0.220
H -0.196778 -0.971263 -7.664977 -0.0340 0.0028 -0.0417 0.194
```
Positions in Å, forces in eV/Å.

Computed properties:
Total charge: +1
Highest occupied orbital energy in eV: -12.0
Maximum force in eV/Å: 1.9
Orbital gap in eV: 7.516
Spin multiplicity: 1
Electronic energy in Eh: -4599.00552



Computed, not measured: C26H17AuN7O3SSe as an isolated structure in a non-equilibrium geometry, with ωB97M-V/def2-TZVPD.

```
56
Properties=species:S:1:pos:R:3:forces:R:3:nbo_charge:R:1
Au -0.379375 -0.631916 0.106673 -0.2015 -0.3832 0.9375 1.169
Se 5.166080 -2.435012 5.150285 0.0141 -0.0041 0.0098 1.021
N 4.298151 -3.343908 3.895233 0.0022 0.0368 0.0291 -0.603
C 3.469458 -2.508438 3.327566 -0.0300 -0.0270 -0.0453 0.166
C 2.575416 -2.885384 2.236813 0.0326 0.0335 0.0386 -0.113
C 2.549395 -4.164219 1.679091 0.0171 -0.0130 -0.0010 -0.079
C 1.694053 -4.424800 0.631311 0.0010 -0.0154 -0.0160 -0.231
C 0.859587 -3.414270 0.173287 -0.0272 0.0300 0.0914 0.093
N 0.865436 -2.200892 0.718076 -0.0236 -0.0907 -0.0315 -0.525
C 1.720679 -1.914786 1.724473 0.0310 0.0706 -0.0806 0.255
C 1.741519 -0.538097 2.223625 -0.0269 -0.0335 0.0141 0.229
N 0.909204 0.340703 1.634366 0.2744 0.1640 -0.4244 -0.528
C 0.893965 1.606519 2.027380 -0.0770 0.0047 0.0182 0.087
C 1.721680 2.064348 3.049281 -0.0191 -0.0009 0.0143 -0.222
C 2.579150 1.180359 3.663669 0.0235 0.0085 0.0148 -0.088
C 2.598541 -0.153620 3.248840 -0.0051 -0.0318 0.0261 -0.091
C 3.478765 -1.162087 3.829736 -0.0305 0.0399 -0.0222 0.088
N 4.314643 -0.915635 4.803169 0.0030 -0.0398 -0.0060 -0.583
H 3.211028 -4.924078 2.074025 -0.0070 0.0029 0.0012 0.259
H 1.651942 -5.398467 0.165256 0.0108 0.0078 -0.0024 0.254
H 0.161476 -3.580634 -0.636174 -0.0228 -0.0005 0.0145 0.241
H 0.197702 2.262424 1.519560 0.0257 -0.0064 -0.0256 0.242
H 1.680255 3.103328 3.342696 -0.0049 -0.0068 -0.0030 0.252
H 3.240949 1.494001 4.460186 -0.0016 -0.0034 -0.0026 0.257
O -8.458330 -0.067683 1.145926 0.0704 0.0227 -0.0351 -0.655
C -7.585774 -0.731770 1.932348 -0.0448 0.0450 -0.0520 0.770
O -7.896687 -1.073210 3.034249 -0.0020 -0.0554 0.0562 -0.539
C -6.231670 -1.012101 1.348977 0.0508 -0.0231 0.0018 -0.164
C -5.567995 -2.153846 1.782449 -0.0239 0.0133 0.0134 -0.146
C -4.298951 -2.438776 1.313521 -0.0453 0.1130 0.0349 -0.210
C -3.687011 -1.583201 0.394566 0.2386 -0.1073 0.2530 -0.210
S -2.112325 -2.159921 -0.192502 -0.2022 0.1391 -0.6465 -0.057
C -4.344976 -0.441323 -0.044365 -0.0615 -0.0788 -0.1195 -0.154
C -5.611097 -0.158857 0.442271 -0.0213 -0.0079 -0.0230 -0.194
H -8.101382 0.042754 0.255866 -0.0356 -0.0076 0.0300 0.485
H -6.047681 -2.797594 2.507492 -0.0098 0.0101 -0.0106 0.247
H -3.778689 -3.320489 1.662819 0.0279 0.0163 0.0041 0.228
H -3.885548 0.229506 -0.753061 0.0207 -0.0207 0.0098 0.230
H -6.094859 0.755876 0.119465 -0.0042 -0.0060 0.0083 0.221
N 2.420459 0.565731 -6.803725 0.0069 -0.0181 0.0003 -0.799
C 2.990785 -0.099344 -5.775148 -0.0023 -0.0030 0.0231 0.643
O 4.092751 -0.600957 -5.836423 -0.0151 0.0040 -0.0128 -0.580
C 2.187544 -0.210565 -4.494196 0.0096 0.0083 -0.0330 -0.074
C 2.833233 -0.778280 -3.404097 0.0216 -0.0019 0.0146 -0.199
C 2.144718 -0.908953 -2.215944 -0.0563 0.0043 -0.0190 0.033
N 0.874927 -0.520269 -2.063376 0.2140 0.1120 -0.0690 -0.523
C 0.255140 0.027449 -3.108149 0.0187 -0.0474 0.0118 0.051
C 0.872136 0.198101 -4.337034 -0.0362 0.0048 -0.0103 -0.216
H 2.952098 0.654846 -7.653293 0.0037 0.0011 -0.0018 0.420
H 1.533799 1.027754 -6.742187 0.0031 0.0126 0.0087 0.397
H 3.858275 -1.104825 -3.507190 -0.0013 -0.0026 -0.0025 0.262
H 2.626528 -1.344154 -1.346894 -0.0019 0.0010 0.0043 0.190
H -0.770021 0.341983 -2.954512 0.0040 -0.0016 -0.0007 0.220
H 0.297386 0.638770 -5.139791 0.0040 -0.0048 -0.0003 0.223
N -1.979408 1.901562 -0.636788 0.0844 -0.1590 0.0155 -0.392
C -1.474980 0.900791 -0.366771 -0.1729 0.2961 -0.0027 -0.055
```
Positions in Å, forces in eV/Å.

Computed properties:
Total charge: +1
Highest occupied orbital energy in eV: -11.2
Maximum force in eV/Å: 1.0
Orbital gap in eV: 6.696
Spin multiplicity: 1
Electronic energy in Eh: -4545.14625



Computed, not measured: C10H15Cl5GeN2Pt as an isolated structure in a non-equilibrium geometry, with ωB97M-V/def2-TZVPD.

```
34
Properties=species:S:1:pos:R:3:forces:R:3:nbo_charge:R:1
Pt -0.221095 -0.267460 0.241582 1.8105 0.2694 -0.2376 0.534
Cl -0.181239 -1.019404 3.412910 -0.0471 -0.0552 0.1240 0.033
C -0.943122 -2.202944 2.406934 0.2475 0.1066 -0.3178 -0.097
C -0.898091 -2.018191 1.022263 -0.2334 1.5267 0.1076 -0.125
C -1.493456 -2.986055 0.221401 0.2959 0.2757 -0.1884 -0.106
Cl -1.419754 -2.754293 -1.490981 -0.0900 -0.1271 -0.0898 0.036
C -2.116355 -4.104155 0.758497 0.0262 -0.0811 0.1414 -0.077
Cl -2.827148 -5.286873 -0.265238 -0.0053 0.0121 -0.0163 0.061
C -2.153112 -4.260541 2.143472 -0.0082 -0.0430 0.0281 -0.087
Cl -2.907050 -5.642280 2.831289 -0.0397 -0.0455 0.0115 0.061
C -1.562398 -3.308245 2.974637 0.0134 -0.0667 -0.0557 -0.086
Cl -1.597371 -3.505154 4.681092 -0.0142 -0.0235 0.0224 0.061
C 0.612393 1.350717 -2.550826 -0.0286 0.3112 0.1053 -1.088
Ge 0.069965 2.570394 -1.092161 0.4047 -0.1143 -0.2624 1.552
C -0.784012 4.176511 -1.867616 -0.0084 -0.3167 0.2381 -1.056
C 1.630736 3.123873 -0.009786 -0.1982 -0.0679 -0.2129 -1.083
C -1.142013 1.569215 0.105064 -1.2763 -1.5391 0.6268 -1.222
H 1.265696 1.829154 -3.282257 -0.0091 0.0516 0.0306 0.227
H -0.279538 0.990640 -3.065548 -0.0024 -0.0184 0.0307 0.234
H 1.135249 0.494329 -2.127477 0.0537 -0.0467 -0.0815 0.236
H -0.077533 4.674435 -2.532357 0.0309 -0.0311 0.0074 0.230
H -1.079497 4.873698 -1.084191 -0.0056 -0.0069 -0.0015 0.231
H -1.667791 3.898261 -2.440771 0.0026 0.0023 -0.0004 0.233
H 2.461030 3.449050 -0.637568 0.0029 -0.0107 0.0019 0.228
H 1.948436 2.282885 0.608458 0.0400 0.0191 0.0363 0.214
H 1.361508 3.943892 0.656295 -0.0076 -0.0108 0.0092 0.235
H -2.122512 1.424281 -0.356438 0.0171 0.5439 -0.1518 0.241
H -1.256558 2.032924 1.084852 -0.0160 0.1841 -0.0836 0.229
N 3.045872 -0.429706 -0.559441 -0.1631 0.2309 -0.1886 -0.653
N 2.023076 -1.126095 0.137024 -0.9488 -0.9388 0.2080 -0.653
H 3.932327 -0.909485 -0.470671 0.0642 -0.0200 0.1105 0.348
H 3.135162 0.497721 -0.168811 -0.0603 0.0867 0.0118 0.360
H 2.275282 -1.378649 1.087464 0.0522 0.0088 0.0620 0.366
H 1.832905 -1.982434 -0.371108 0.1005 -0.0655 -0.0254 0.383
```
Positions in Å, forces in eV/Å.

Computed properties:
Total charge: 0
Highest occupied orbital energy in eV: -7.9
Maximum force in eV/Å: 2.1
Orbital gap in eV: 6.935
Spin multiplicity: 1
Electronic energy in Eh: -4996.64805



total charge of number 1 (C17H27ClNO19S5)? +1



Among the records above, which one has the lowest maximum force? C26H17AuN7O3SSe



Which of these has the highest electronic energy? C26H17AuN7O3SSe